Density functional theory data (wB97M-V/def2-TZVPD) for a 5-piece molecular cluster, C20H29BFN8O5S overall.

Last column: Mulliken charge in e.
Atoms and positions in Å:
1 C 0.926 3.004 2.245  -0.638
2 C 1.446 4.056 1.228  -0.518
3 N 0.812 4.043 -0.108  -0.852
4 N 0.686 2.793 -0.675  0.190
5 C 1.784 2.261 -1.285  1.354
6 C 3.120 2.999 -1.394  -0.342
7 O 3.266 4.165 -1.209  -0.339
8 N 4.317 2.247 -1.798  -0.252
9 C 4.879 1.558 -0.706  0.655
10 O 5.340 2.086 0.248  -0.470
11 F 4.887 0.204 -0.848  -0.217
12 C 1.712 0.994 -1.836  -0.613
13 C 0.520 0.241 -1.781  0.285
14 C 0.404 -1.186 -2.339  -0.343
15 O 0.050 -2.022 -1.558  -0.459
16 O 0.657 -1.410 -3.643  -0.423
17 B 1.620 -2.441 -3.892  0.634
18 C 1.449 -3.976 -3.571  -0.832
19 O 2.785 -2.033 -4.518  -0.545
20 C -0.620 0.801 -1.192  0.322
21 C -1.970 0.056 -1.137  -1.464
22 N -2.361 -0.331 0.227  -0.411
23 C -0.485 2.107 -0.635  0.923
24 S -1.955 2.764 0.145  -0.073
25 H 0.975 1.995 1.797  0.258
26 H -0.110 3.205 2.546  -0.137
27 H 1.604 2.971 3.115  0.506
28 H 1.365 5.048 1.697  0.522
29 H 2.522 3.858 1.080  0.157
30 H -0.043 4.583 -0.169  0.442
31 H 4.132 1.641 -2.593  0.365
32 H 2.571 0.520 -2.315  0.396
33 H 0.927 -4.202 -2.628  0.287
34 H 2.441 -4.463 -3.501  0.268
35 H 0.899 -4.518 -4.367  0.311
36 H 3.555 -2.425 -4.089  0.327
37 H -2.707 0.816 -1.480  0.413
38 H -1.989 -0.796 -1.830  0.466
39 H -3.293 0.021 0.426  0.349
40 H -1.769 0.118 0.921  0.311
41 H -1.573 3.674 1.075  0.137
42 C -3.639 -3.984 -2.233  -0.822
43 C -4.340 -3.033 -1.361  0.420
44 N -4.886 -2.285 -0.681  -0.445
45 H -3.144 -3.449 -3.042  0.304
46 H -2.894 -4.531 -1.658  0.239
47 H -4.351 -4.691 -2.655  0.346
48 C -6.988 -4.373 2.025  -0.689
49 C -6.275 -5.429 1.289  0.318
50 N -5.715 -6.250 0.711  -0.382
51 H -6.648 -4.349 3.059  0.256
52 H -6.793 -3.406 1.564  0.233
53 H -8.059 -4.567 2.008  0.264
54 C -2.831 2.904 4.225  -0.937
55 C -2.193 1.803 3.490  0.386
56 N -1.694 0.933 2.931  -0.404
57 H -2.450 2.936 5.244  0.320
58 H -2.616 3.853 3.735  0.277
59 H -3.909 2.754 4.252  0.337
60 C 6.290 -0.045 2.465  -0.350
61 C 6.058 0.282 3.879  0.248
62 N 5.878 0.541 4.984  -0.360
63 H 7.358 -0.046 2.254  0.279
64 H 5.882 -1.030 2.243  0.281
65 H 5.801 0.696 1.833  -0.070

Summary:
gap between HOMO and LUMO: 7.1 eV
molecular weight: 523.38 g/mol
lowest unoccupied orbital energy: -5.059 eV
strongest force on any atom: 1.88 eV Å⁻¹
relative energy (zero: lowest compared OMol25 entry of this formula, charge and spin): 0.0 kcal per mole
charge: +1
total energy: -2116.4167 hartree